[1]
DFT (ωB97M-V/def2-TZVPD) results for 2 unconnected molecules or ions with the total composition C41H50F6N2O3P.

Values from the calculation:
ΔE to the lowest compared entry with this formula, charge and spin   0.124 eV
Electronic energy   -2867.9410 Ha
Frontier orbital gap   6.152 eV
Charge   +1
Strongest force on any atom   0.03861 hartree/bohr

Element x y z (Å)
P -2.7390 1.6822 0.9903
F 1.0823 -6.4084 -5.2779
F 8.0979 3.3822 1.0630
F 3.2732 -6.5395 -5.0233
F 7.8642 1.9747 2.7519
F 2.2753 -4.5628 -5.0277
F 6.7968 1.6090 0.8511
O -2.0424 0.1932 0.7200
O -1.5604 2.5201 1.8001
O -2.6010 2.3250 -0.5355
N 0.8253 -4.9976 -2.7999
N 4.9445 2.4006 2.5949
C 2.7955 0.0800 0.7642
C 1.5433 0.3699 -1.3588
C 2.2626 -3.2893 -1.8563
C -3.5091 3.2551 -2.5778
C 2.4405 -1.9776 -1.4786
C -4.8346 3.5227 -3.2765
C 1.9303 -5.9045 -3.1286
C 2.1638 -5.8710 -4.6110
C 1.4338 -0.9920 -1.7310
C -2.5016 -6.4775 -3.4927
C 3.5644 0.6126 1.7749
C 3.8484 2.1814 6.1255
C 4.0677 1.9267 1.6538
C -0.4429 -5.5919 -2.5868
C -4.2299 -4.2332 -0.0280
C -2.3364 4.8508 1.3971
C -3.8038 2.4807 -1.2948
C 5.5708 0.8611 4.3643
C 4.8586 1.9936 3.9464
C 2.3918 0.8773 -0.3467
C -2.5919 6.2423 1.9740
C -3.7957 6.2716 2.9107
C 7.1987 2.6015 1.7185
C 1.0593 -3.6848 -2.4757
C 4.5232 1.0155 6.5194
C -3.7576 -3.1526 0.9352
C -2.7272 -0.9339 1.2868
C 4.0420 2.6892 4.8525
C 6.0009 3.3458 2.2360
C 0.2636 -1.4084 -2.4312
C -2.8050 -7.0075 -2.2365
C -1.9454 -6.8194 -1.1508
C -4.6849 4.1979 -4.6340
C -3.1292 -1.9612 0.2274
C -1.3316 -5.7459 -3.6565
C -0.7605 -6.1178 -1.3250
C 5.4088 0.3730 5.6481
C -1.9436 3.7820 2.4304
C 0.0496 -2.7264 -2.7462
C 2.8283 2.2350 -0.3894
C 3.6787 2.7439 0.5660
H -4.1639 5.1561 -4.5397
H 3.3735 -1.7004 -0.9873
H -3.7247 -7.5679 -2.0962
H -0.8778 -3.0435 -3.2277
H 2.8564 -5.6068 -2.6386
H -2.8516 2.6597 -3.2303
H -3.1659 -6.6338 -4.3438
H -5.4521 4.1389 -2.6102
H -2.9840 4.1999 -2.3560
H -2.2628 -2.2658 -0.3825
H -3.4180 -4.5542 -0.6901
H -1.0621 -5.3066 -4.6160
H -2.7882 3.5883 3.1152
H -2.7597 6.9189 1.1268
H 4.3573 0.6107 7.5090
H 6.3142 3.8608 3.1448
H -3.2567 4.5175 0.8916
H -5.0613 -3.8573 -0.6366
H -4.1292 3.5537 -5.3234
H 3.8135 0.0130 2.6518
H -5.3576 2.5633 -3.3887
H -3.6452 -0.6067 1.8125
H -3.8633 -1.5157 -0.4649
H -3.0288 -3.5552 1.6526
H 2.4920 2.8749 -1.2046
H -0.4681 -0.6445 -2.6995
H 2.4710 -0.9569 0.8285
H -2.0691 -1.4163 2.0266
H -5.6722 4.3854 -5.0624
H 0.9485 1.0874 -1.9262
H -3.9943 7.2936 3.2405
H -4.6922 5.9047 2.3983
H -4.5833 3.0166 -0.7214
H -4.5781 -5.1075 0.5288
H 3.1667 2.6900 6.8098
H -1.0727 4.1197 3.0147
H 3.5527 3.6002 4.4975
H -1.5479 4.9030 0.6287
H -0.0423 -5.9658 -0.5181
H -3.6207 5.6596 3.8005
H 1.6275 -6.9186 -2.8655
H -4.2352 1.5012 -1.5657
H 6.2283 0.3801 3.6385
H 5.6792 4.0343 1.4540
H -4.6071 -2.7833 1.5265
H 3.0235 -4.0416 -1.6328
H 5.9645 -0.5169 5.9595
H 4.0231 3.7751 0.5271
H -2.1805 -7.2253 -0.1649
H -1.6862 6.5906 2.4840

Cartesian forces, eV/Å:
P -0.27 0.10 -0.11
F 1.27 0.52 0.54
F -0.96 -0.61 0.70
F -1.05 0.63 0.60
F -0.53 0.67 -1.19
F 0.08 -1.27 0.18
F 0.59 0.91 0.65
O -0.02 1.10 0.20
O -0.17 -0.32 -0.66
O 0.36 -0.29 0.77
N 1.14 0.02 0.15
N 0.21 1.04 -0.56
C 0.15 0.28 0.18
C 0.66 -0.37 0.14
C 0.21 0.36 0.02
C 0.06 -0.14 0.21
C -0.15 -0.03 0.10
C 0.01 0.03 0.01
C -0.43 0.14 0.37
C -0.31 0.36 -1.88
C -0.06 -0.12 -0.15
C -0.06 0.05 0.30
C -0.40 -0.32 -0.24
C 0.22 -0.30 0.32
C 0.21 0.04 0.10
C -1.36 -0.61 -0.17
C -0.04 0.01 0.12
C 0.11 -0.36 -0.21
C -0.13 0.10 -0.26
C -0.17 0.37 -0.51
C 0.12 -0.88 1.34
C 0.02 0.08 -0.06
C 0.06 -0.25 -0.08
C 0.10 0.20 0.02
C 1.30 -1.45 -0.40
C -0.47 -0.10 0.07
C -0.02 0.23 -0.28
C 0.03 0.03 0.02
C -0.18 -0.21 0.02
C 0.14 -0.14 -0.95
C -0.54 0.01 0.21
C 0.13 0.06 0.03
C 0.03 0.00 0.01
C -0.01 -0.03 -0.06
C -0.15 -0.08 0.09
C 0.01 0.42 -0.02
C 0.34 0.05 0.12
C 0.37 0.33 -0.47
C -0.14 -0.02 0.39
C -0.34 -0.02 -0.29
C -0.03 0.15 0.15
C -0.08 0.07 0.26
C -0.19 -0.40 -0.35
H -0.03 -0.13 -0.07
H -0.27 0.00 -0.23
H 0.13 0.05 -0.03
H 0.37 0.11 0.13
H -0.08 -0.33 -0.01
H -0.10 0.13 0.18
H 0.14 0.06 0.32
H 0.01 -0.05 -0.16
H -0.18 -0.31 0.03
H -0.13 0.07 0.25
H -0.16 0.07 0.06
H -0.12 -0.20 0.16
H 0.37 0.04 -0.16
H 0.03 -0.04 0.20
H 0.03 0.04 0.01
H -0.10 0.28 -0.24
H 0.23 0.04 0.02
H 0.17 -0.14 0.02
H -0.03 0.16 0.04
H -0.04 0.23 -0.34
H -0.03 0.16 -0.06
H 0.40 -0.03 -0.12
H 0.21 -0.04 0.16
H -0.14 -0.05 -0.12
H 0.03 -0.14 0.17
H 0.07 -0.27 0.13
H -0.08 0.36 0.12
H -0.10 0.25 -0.18
H 0.14 0.04 -0.08
H 0.03 -0.10 0.14
H -0.05 -0.10 0.04
H 0.12 0.00 0.11
H 0.38 -0.14 0.01
H -0.03 0.03 -0.15
H 0.28 -0.19 -0.15
H -0.26 -0.31 -0.20
H 0.00 -0.31 0.24
H -0.22 -0.10 0.22
H -0.26 -0.13 -0.07
H -0.11 0.07 -0.09
H 0.30 0.05 0.15
H 0.22 0.17 0.15
H -0.18 0.01 0.31
H 0.15 0.11 0.29
H 0.12 -0.16 -0.03
H -0.21 0.54 -0.08
H -0.28 0.36 -0.04
H -0.22 -0.30 -0.17
H -0.03 0.09 -0.36
H -0.12 0.06 0.03

Atom charges from the Löwdin analysis, given in e for atoms 1 to 4: 0.9162 0.1116 0.1395 0.1402



[2]
DFT (ωB97M-V/def2-TZVPD) results for a molecular structure, C26H34BrCdN6O4S2.

Values from the calculation:
Electronic energy   -5178.9075 Ha
Frontier orbital gap   5.966 eV
Charge   -1
Strongest force on any atom   0.00863 hartree/bohr

Element x y z (Å)
Cd -1.1935 0.7422 0.0086
Br 1.4099 -1.8219 1.7051
S -2.9787 2.5667 0.1976
S -3.0053 -0.8978 0.6866
O 0.0702 0.9542 1.8629
O -2.1133 -2.8472 -4.1915
O -0.5424 0.4406 -2.0088
O 0.9157 0.9294 3.9156
N -0.2237 3.6850 1.8888
N 0.2217 -2.1137 -1.0950
N -1.9494 0.5154 4.7686
N -1.6488 -1.3799 3.4830
N -0.1967 -1.8983 -2.3546
N -0.3563 -1.0223 5.3941
C -2.6028 1.3610 3.7604
C 0.1323 3.0210 3.1300
C -2.3249 2.8378 4.0362
C -4.3892 1.5031 0.2924
C -1.2638 -0.5898 -4.0565
C -1.7445 -0.3459 -6.7927
C -1.0594 -0.6817 -2.5467
C -5.7366 -0.5624 0.5035
C -0.9699 0.5888 -4.7247
C 1.2174 -2.8888 -0.9174
C -1.2012 0.7193 -6.0875
C 2.5642 -4.1821 0.7276
C -0.8646 3.2353 4.2893
C 0.4064 1.5182 2.9397
C 4.5356 -6.9633 -0.8494
C -4.4114 0.1724 0.4884
C -1.3197 -0.6219 4.5056
C -1.8001 -1.6581 -4.7822
C 3.6285 -7.4948 -1.7566
C 1.7653 -3.1589 0.4099
C -5.7035 2.2332 0.0937
C 1.9917 -5.8797 -1.0430
C 4.1728 -5.8918 -0.0505
C 2.9024 -5.3180 -0.1462
C 2.3547 -6.9524 -1.8438
C -2.0434 -1.5345 -6.1449
H 1.7224 -3.3690 -1.7597
H 0.9833 -5.4897 -1.0951
H 3.0299 -4.1822 1.7060
H -6.4008 -0.1910 1.2910
H -2.2349 1.0732 2.7779
H -1.6707 0.9657 5.6248
H -3.6800 1.1843 3.7563
H -6.2715 -0.4461 -0.4446
H -0.9719 1.6491 -6.5926
H 0.3333 -0.2781 5.4830
H 1.0896 3.4227 3.4752
H 0.1113 -1.8676 5.0985
H -5.5812 -1.6266 0.6680
H -6.3812 2.0896 0.9414
H -5.5315 3.3004 -0.0277
H -1.9394 -0.2538 -7.8548
H 4.8839 -5.4788 0.6556
H -2.4671 -2.3777 -6.6757
H 3.9091 -8.3317 -2.3832
H -0.4610 2.7209 5.1671
H -0.5747 1.4005 -4.1276
H 1.6321 -7.3712 -2.5328
H 0.5302 -1.9881 -3.0635
H -0.9971 3.2010 1.4405
H -0.5434 4.6295 2.0729
H -2.7197 3.3776 3.1726
H -2.9202 3.1543 4.9006
H -0.9565 -2.0254 3.1332
H -1.7061 -2.8554 -3.3079
H -2.3358 -1.0887 2.7601
H -6.2261 1.8729 -0.7980
H -0.8599 4.3017 4.5389
H 5.5294 -7.3848 -0.7642
H -2.0262 -0.9732 -2.0982

Cartesian forces, eV/Å:
Cd -0.40 0.18 -0.06
Br -0.01 0.01 0.04
S 0.09 -0.15 -0.02
S -0.02 0.02 -0.09
O 0.14 0.10 0.09
O -0.03 -0.02 0.03
O 0.20 -0.12 0.05
O 0.16 0.03 0.02
N 0.03 -0.04 0.02
N -0.02 -0.01 0.04
N -0.07 -0.01 -0.03
N -0.11 0.00 -0.06
N -0.05 -0.15 -0.13
N 0.01 -0.02 0.00
C 0.04 0.00 0.02
C 0.01 0.01 0.01
C 0.00 -0.04 -0.03
C -0.02 0.03 0.06
C -0.04 -0.01 0.01
C 0.00 0.00 0.00
C 0.04 0.08 0.00
C 0.00 0.01 0.02
C -0.01 0.00 0.01
C -0.02 0.03 -0.01
C 0.00 0.00 0.00
C 0.00 -0.03 0.01
C -0.01 -0.05 -0.01
C -0.19 -0.03 -0.09
C 0.00 0.00 0.00
C 0.02 -0.04 0.06
C 0.02 -0.01 0.06
C 0.02 0.00 -0.03
C 0.00 0.01 0.00
C 0.01 0.01 -0.03
C 0.00 0.00 0.01
C -0.02 -0.03 -0.01
C 0.00 0.01 0.00
C 0.01 -0.01 0.00
C -0.01 0.00 0.00
C 0.01 0.01 0.00
H 0.03 0.04 0.01
H 0.01 0.00 0.00
H -0.02 0.00 0.01
H 0.00 0.00 0.00
H 0.03 0.03 -0.06
H 0.05 -0.02 0.01
H 0.00 -0.02 0.01
H 0.00 0.00 0.00
H 0.00 0.00 0.00
H 0.00 0.04 -0.06
H 0.00 0.03 0.02
H -0.05 -0.05 0.02
H 0.00 0.00 0.00
H 0.00 0.00 0.00
H 0.00 0.00 0.01
H 0.00 0.00 0.00
H 0.00 0.00 0.00
H 0.00 0.00 0.00
H 0.00 0.00 0.00
H -0.01 0.01 0.00
H 0.00 0.00 0.00
H 0.00 0.00 0.00
H 0.05 0.07 0.06
H -0.02 0.03 0.02
H 0.02 0.00 0.00
H 0.01 0.02 -0.03
H 0.01 0.00 0.01
H 0.04 0.00 0.00
H 0.02 0.00 -0.02
H 0.06 0.04 -0.01
H 0.00 0.00 0.00
H -0.01 0.00 -0.01
H 0.00 0.00 0.00
H 0.00 0.00 0.05

Atom charges from the Löwdin analysis, given in e for atoms 1 to 4: 1.1416 0.8668 0.4414 0.4643



[3]
DFT (ωB97M-V/def2-TZVPD) results for a molecular structure, C12H25BFeNO5.

Values from the calculation:
ΔE to the lowest compared entry with this formula, charge and spin   0.000 eV
Electronic energy   -2190.5702 Ha
Frontier orbital gap (spin up / spin down)   9.134 / 6.226 eV
Expectation value of S²   12.02
Charge   +3
Strongest force on any atom   0.02010 hartree/bohr
Spin multiplicity   7

Element x y z (Å)
Fe -2.1383 -0.4593 -1.9579
O 4.6207 -0.8530 1.3601
O 0.3275 -1.1471 -3.8713
O -2.6063 1.1576 -0.9273
O -0.3845 -1.7327 -1.6658
O 1.7407 -2.4798 -2.4258
N -1.8181 1.2371 0.1223
C -3.5620 -0.1537 1.1440
C 0.4011 2.2006 0.9167
C -1.3798 -1.1014 0.2934
C -2.0472 0.0795 1.0579
C 0.0970 0.5380 -1.0662
C 1.1215 -1.4443 0.3595
C 3.3019 -0.5080 1.3541
C -0.0619 -0.8896 -0.4860
C -0.4462 1.7467 -0.2668
C 2.5798 -1.0127 0.0843
C -1.5480 0.3185 2.4816
C -0.6120 2.9450 -1.2074
B 0.5880 -1.8697 -2.7521
H -0.2064 -1.4603 -4.6136
H -3.7773 -0.8073 1.9877
H 0.8557 -1.3302 1.4141
H -0.0778 3.0395 1.4244
H 2.8417 -0.6902 2.3337
H 1.3497 2.5661 0.5219
H -0.4693 0.3075 2.5921
H -1.3394 -2.0044 0.9077
H -0.9176 2.6767 -2.2176
H 3.3708 0.6280 1.2525
H -2.1175 -1.4386 -0.4746
H 5.0598 -0.8948 2.2435
H -4.0844 0.7893 1.3091
H 0.5822 1.4393 1.6670
H 3.1600 -1.8777 -0.2412
H 2.0203 -3.3214 -2.8131
H -1.9479 -0.4660 3.1218
H -1.3470 3.6443 -0.8066
H -3.9984 -0.6291 0.2629
H -1.9144 1.2777 2.8502
H -0.4438 0.5897 -2.0296
H 2.6785 -0.2909 -0.7250
H 1.0956 -2.5211 0.1736
H 0.3404 3.4696 -1.2719
H 1.1123 0.7328 -1.4160

Cartesian forces, eV/Å:
Fe 0.24 0.32 -0.56
O 0.08 0.00 -0.23
O -0.86 -0.33 0.09
O 0.24 -0.24 -0.12
O 0.16 0.75 -0.65
O -0.43 -0.36 0.32
N -0.03 -0.35 -0.64
C -0.21 -0.12 0.05
C -0.12 -0.11 0.10
C -0.23 0.39 0.32
C -0.12 -0.04 0.16
C 0.04 0.11 0.17
C -0.11 -0.33 -0.37
C 0.10 -0.25 0.12
C 0.28 -0.02 0.53
C -0.15 0.13 0.14
C 0.05 -0.07 -0.06
C 0.26 0.08 -0.08
C -0.07 0.12 -0.03
B 0.39 -0.01 0.13
H 0.39 0.02 -0.20
H 0.04 0.01 -0.01
H 0.03 0.17 -0.06
H 0.01 0.00 -0.06
H -0.07 0.13 -0.03
H -0.01 -0.02 0.02
H -0.01 -0.10 0.02
H 0.05 0.09 0.06
H -0.05 -0.03 0.06
H -0.04 0.02 0.10
H -0.35 -0.51 0.83
H -0.07 0.07 0.06
H 0.04 -0.04 0.04
H 0.17 -0.05 -0.10
H -0.06 0.03 -0.06
H 0.23 0.33 -0.28
H -0.02 0.03 -0.02
H 0.06 -0.02 0.02
H 0.06 0.11 0.00
H -0.04 -0.07 0.02
H 0.19 0.10 -0.17
H 0.02 0.04 0.06
H -0.10 -0.02 0.20
H -0.02 -0.02 -0.05
H 0.03 0.03 0.14

Atom charges from the Löwdin analysis, given in e for atoms 1 to 4: 1.2492 0.2815 0.2401 -0.1071



no.,M (u)
1,763.82
2,751.05
3,329.99